DFT (ωB97M-V/def2-TZVPD) results for 2 unconnected molecules or ions with the total composition C25H32N6O5S in a non-equilibrium geometry.

**Structure (SMILES)**: CNC(=O)[C@H](Cc1c[nH]c2ccccc12)NC(C)=O.CCNS(=O)(=O)c1ccc2c(c1)CN(C)C(=O)N2
**Energy**: -56459.09900 eV
**HOMO-LUMO gap**: 8.5317 eV
**HOMO**: -8.10 eV

Each atom is followed by the atoms it is bonded to, with distances in Å.
Cartesian coordinates (Å):
1 C -4.479 0.229 4.357  N2 1.464, H20 1.091, H21 1.092, H22 1.092
2 N -3.168 0.362 3.718  C1 1.464, C3 1.338, H23 1.010
3 C -2.792 1.211 2.755  N2 1.338, O4 1.221, C5 1.545
4 O -1.628 1.179 2.386  C3 1.221
5 C -3.809 2.206 2.151  C3 1.545, C6 1.539, N16 1.472, H24 1.087
6 C -4.788 1.538 1.170  C5 1.539, C7 1.502, H25 1.091, H26 1.089
7 C -4.333 1.314 -0.244  C6 1.502, C8 1.353, C15 1.465
8 C -4.642 2.121 -1.285  C7 1.353, N9 1.379, H27 1.084
9 N -4.107 1.611 -2.450  C8 1.379, C10 1.377, H28 1.010
10 C -3.425 0.437 -2.222  N9 1.377, C11 1.402, C15 1.429
11 C -2.751 -0.451 -3.073  C10 1.402, C12 1.404, H29 1.079
12 C -2.149 -1.594 -2.522  C11 1.404, C13 1.406, H30 1.081
13 C -2.211 -1.818 -1.135  C12 1.406, C14 1.409, H31 1.083
14 C -2.893 -0.920 -0.291  C13 1.409, C15 1.412, H32 1.079
15 C -3.528 0.229 -0.811  C7 1.465, C10 1.429, C14 1.412
16 N -3.178 3.357 1.485  C5 1.472, C17 1.332, H33 1.009
17 C -3.034 4.602 1.936  N16 1.332, C18 1.517, O19 1.221
18 C -3.569 4.983 3.303  C17 1.517, H34 1.090, H35 1.088, H36 1.088
19 O -2.490 5.450 1.247  C17 1.221
20 H -4.859 1.203 4.670  C1 1.091
21 H -4.387 -0.404 5.241  C1 1.092
22 H -5.190 -0.241 3.674  C1 1.092
23 H -2.428 -0.243 4.042  N2 1.010
24 H -4.407 2.566 2.984  C5 1.087
25 H -5.681 2.163 1.127  C6 1.091
26 H -5.105 0.577 1.573  C6 1.089
27 H -5.235 3.025 -1.210  C8 1.084
28 H -4.221 2.048 -3.353  N9 1.010
29 H -2.707 -0.262 -4.135  C11 1.079
30 H -1.636 -2.302 -3.156  C12 1.081
31 H -1.731 -2.694 -0.715  C13 1.083
32 H -2.933 -1.111 0.771  C14 1.079
33 H -2.751 3.176 0.589  N16 1.009
34 H -3.296 6.018 3.506  C18 1.090
35 H -3.126 4.339 4.060  C18 1.088
36 H -4.653 4.890 3.305  C18 1.088
37 C 1.103 -0.458 -4.448  C38 1.521, H55 1.094, H56 1.094, H57 1.094
38 C 1.387 -1.253 -3.183  C37 1.521, N39 1.465, H58 1.095, H59 1.095
39 N 1.567 -2.661 -3.547  C38 1.465, S40 1.696, H60 1.010
40 S 1.847 -3.707 -2.242  N39 1.696, O41 1.465, O42 1.467, C43 1.807
41 O 1.991 -5.051 -2.807  S40 1.465
42 O 0.718 -3.568 -1.316  S40 1.467
43 C 3.393 -3.075 -1.552  S40 1.807, C44 1.397, C48 1.398
44 C 4.595 -3.288 -2.232  C43 1.397, C45 1.397, H61 1.089
45 C 5.781 -2.758 -1.720  C44 1.397, C46 1.395, H62 1.085
46 C 5.766 -2.020 -0.536  C45 1.395, C47 1.401, N54 1.385
47 C 4.563 -1.815 0.153  C46 1.401, C48 1.399, C49 1.510
48 C 3.376 -2.349 -0.356  C43 1.398, C47 1.399, H63 1.089
49 C 4.551 -1.029 1.443  C47 1.510, N50 1.463, H64 1.095, H65 1.095
50 N 5.715 -0.150 1.561  C49 1.463, C51 1.461, C52 1.388
51 C 5.709 0.919 2.558  N50 1.461, H66 1.094, H67 1.095, H68 1.095
52 C 6.886 -0.457 0.883  N50 1.388, O53 1.219, N54 1.367
53 O 7.923 0.161 1.055  C52 1.219
54 N 6.934 -1.459 -0.046  C46 1.385, C52 1.367, H69 1.012
55 H 0.183 -0.812 -4.923  C37 1.094
56 H 1.930 -0.564 -5.156  C37 1.094
57 H 0.983 0.602 -4.204  C37 1.094
58 H 0.560 -1.134 -2.475  C38 1.095
59 H 2.292 -0.860 -2.709  C38 1.095
60 H 0.751 -3.030 -4.014  N39 1.010
61 H 4.603 -3.857 -3.160  C44 1.089
62 H 6.712 -2.917 -2.255  C45 1.085
63 H 2.436 -2.192 0.171  C48 1.089
64 H 4.535 -1.726 2.287  C49 1.095
65 H 3.636 -0.428 1.483  C49 1.095
66 H 4.700 1.091 2.944  C51 1.094
67 H 6.067 1.855 2.115  C51 1.095
68 H 6.361 0.657 3.398  C51 1.095
69 H 7.768 -1.459 -0.618  N54 1.012

These are the Mulliken partial charges, in e, on atoms 1 to 4:
1 C -0.838
2 N -0.080
3 C 0.006
4 O -0.698